# 1
66
Properties=species:S:1:pos:R:3:forces:R:3 method="wB97M-V/def2-TZVPD" charge=-1 e_above_lowest_kcal_mol=0.0 orbital_gap_ev=5.749 total_energy_ha=-7404.269511 e_homo_ev=-3.7
Pd 0.002 -0.194 -0.247 0.09 -0.35 0.09
I -2.135 1.260 0.116 -0.25 0.50 0.03
C -3.820 0.003 0.832 0.27 0.10 -0.05
C -4.892 0.821 1.091 0.39 -0.01 0.02
C -6.184 0.321 1.312 -0.14 -0.10 0.01
C -6.402 -1.023 1.238 -0.08 0.16 0.01
C -5.329 -1.909 1.003 0.18 0.08 -0.02
C -5.583 -3.297 0.977 0.00 -0.16 -0.01
C -4.570 -4.193 0.811 -0.11 0.03 0.07
C -3.258 -3.723 0.670 0.06 0.22 -0.02
C -2.959 -2.377 0.649 0.06 -0.10 -0.18
P -1.167 -2.003 0.485 -0.02 -0.42 0.09
C -0.569 -2.358 2.172 0.11 0.16 -0.02
C -1.424 -2.594 3.244 -0.01 -0.02 -0.08
C -0.905 -2.860 4.504 -0.02 -0.01 0.02
C 0.466 -2.896 4.697 0.03 0.02 0.07
C 1.325 -2.619 3.642 0.00 -0.03 -0.03
C 0.811 -2.335 2.389 -0.04 -0.01 -0.04
C -0.644 -3.427 -0.528 0.02 0.11 -0.18
C -1.067 -3.370 -1.858 0.00 -0.03 0.09
C -0.671 -4.339 -2.760 -0.07 0.06 0.03
C 0.176 -5.360 -2.344 0.03 -0.06 -0.05
C 0.611 -5.408 -1.032 0.00 -0.10 0.01
C 0.194 -4.452 -0.116 -0.14 0.11 0.06
C -3.997 -1.409 0.812 -0.29 -0.13 0.11
H -4.729 1.893 1.100 -0.08 0.02 0.01
H -6.996 1.007 1.516 -0.02 -0.02 -0.02
H -7.398 -1.433 1.356 0.01 -0.02 0.05
H -6.604 -3.638 1.109 -0.02 0.02 -0.01
H -4.761 -5.259 0.799 -0.02 0.00 0.02
H -2.458 -4.444 0.584 -0.02 -0.03 -0.05
H -2.496 -2.570 3.099 0.00 -0.03 0.02
H -1.578 -3.042 5.332 0.00 -0.01 0.00
H 0.869 -3.131 5.675 0.00 0.04 0.02
H 2.397 -2.614 3.793 0.00 0.00 -0.01
H 1.477 -2.091 1.570 0.03 0.01 0.04
H -1.699 -2.544 -2.169 0.01 -0.04 -0.09
H -1.010 -4.288 -3.787 0.03 -0.01 -0.01
H 0.508 -6.107 -3.054 0.02 0.00 0.01
H 1.296 -6.184 -0.714 0.00 -0.01 0.00
H 0.534 -4.497 0.910 0.06 0.00 -0.02
Se 2.007 1.344 0.029 -0.22 -0.01 0.11
Se -0.680 3.397 -1.356 -0.14 0.13 0.05
C -0.166 2.254 -2.767 -0.16 0.04 0.08
C 0.254 2.820 -3.984 0.07 -0.10 -0.08
C 0.605 1.995 -5.028 -0.05 0.01 0.06
C 0.528 0.614 -4.857 0.02 -0.09 -0.08
C 0.115 0.137 -3.630 -0.05 0.06 -0.05
N -0.226 0.926 -2.607 0.07 0.10 -0.24
C 1.699 1.525 1.882 -0.11 0.01 0.13
C 2.531 2.338 2.673 -0.04 -0.03 -0.08
C 2.223 2.521 4.002 0.07 0.02 -0.02
C 1.103 1.890 4.538 -0.05 0.02 0.13
C 0.362 1.080 3.702 0.08 -0.01 -0.05
N 0.650 0.887 2.416 -0.04 0.09 -0.03
H 0.286 3.896 -4.073 0.02 0.01 -0.02
H 0.928 2.412 -5.975 0.01 0.02 0.00
H 0.785 -0.069 -5.656 0.02 -0.02 0.02
H 0.044 -0.931 -3.443 0.08 0.01 0.01
H 3.385 2.816 2.213 0.02 0.05 0.04
H 2.841 3.158 4.624 0.02 0.00 -0.02
H 0.813 2.032 5.571 0.01 -0.03 0.01
H -0.515 0.555 4.071 0.02 -0.03 0.00
S 3.631 -3.081 -0.892 0.61 -0.41 0.06
C 2.362 -2.104 -0.867 -0.78 0.41 -0.20
N 1.398 -1.438 -0.895 0.44 -0.21 0.17


# 2
61
Properties=species:S:1:pos:R:3:forces:R:3 method="wB97M-V/def2-TZVPD" orbital_gap_ev="7.142 / 5.665" total_energy_ha=-2554.691383 e_homo_ev="-7.2 / -7.2" s_squared=0.75 spin_multiplicity=2
Be 0.784 2.310 1.694 -0.58 -1.85 -1.93
F 0.676 0.508 0.076 -0.20 1.23 1.53
C -3.547 -0.021 1.953 0.45 -0.64 -0.58
C -4.142 0.221 3.315 0.22 0.14 0.84
C -3.001 0.848 4.182 -0.42 -0.09 -0.94
S -1.474 -0.095 3.691 -0.71 2.57 -2.99
O -1.210 -1.214 4.520 0.63 -0.47 1.22
O -0.423 0.922 3.321 -1.45 -1.56 0.79
C -2.242 -0.755 2.121 2.28 -0.23 0.83
H -3.364 0.955 1.503 0.15 0.07 -0.05
H -4.281 -0.507 1.310 0.23 -0.28 -0.07
H -4.539 -0.655 3.828 0.05 -0.23 -0.33
H -4.982 0.861 3.045 -0.04 0.46 1.06
H -3.135 0.854 5.264 0.03 -0.10 -0.18
H -2.878 1.852 3.775 0.45 0.10 0.41
H -2.167 -1.832 2.271 -1.13 -0.13 0.34
H -1.389 -0.652 1.451 -0.34 0.88 -0.75
C -2.269 0.871 -1.365 -0.05 -1.25 -0.36
O -1.291 1.579 -2.077 1.42 3.56 -0.42
P -0.874 3.113 -1.667 0.30 -0.59 -0.59
O -0.031 3.228 -0.428 -1.01 0.26 -1.46
O -0.230 3.761 -3.048 -0.46 -1.01 2.43
C -1.005 3.794 -4.237 -0.78 0.37 -0.85
O -2.300 3.868 -1.574 0.37 -0.55 -0.47
C -2.621 4.806 -0.568 0.16 0.57 1.28
H -1.741 0.010 -0.958 -0.18 0.16 0.63
H -2.922 0.474 -2.142 -0.51 0.15 0.27
H -2.808 1.467 -0.628 0.08 -0.10 -0.05
H -0.685 4.573 -4.929 1.11 -0.19 0.22
H -2.019 4.169 -4.102 -0.32 -0.67 0.67
H -0.984 2.826 -4.738 -0.11 0.07 0.08
H -3.476 4.471 0.020 0.19 -0.51 0.10
H -2.940 5.800 -0.881 0.28 -0.16 -1.04
H -1.743 4.961 0.060 -0.17 -0.09 0.27
C 0.520 -3.062 0.180 -1.01 3.36 -1.26
O 1.532 -3.005 1.142 -0.46 -0.65 0.83
P 2.697 -4.032 1.136 5.24 0.89 0.31
O 3.404 -4.169 2.425 -1.21 -0.02 -0.33
O 2.164 -5.360 0.483 -0.07 -0.84 -0.32
C 1.076 -6.064 1.170 -0.42 1.15 -0.51
O 3.843 -3.435 0.038 -3.01 -2.49 0.14
C 4.622 -2.296 0.230 0.29 1.13 0.62
H -0.471 -3.429 0.450 0.56 -1.28 0.28
H 0.872 -3.196 -0.842 -0.01 -1.03 0.17
H 0.274 -2.002 0.123 -0.19 0.45 -0.26
H 0.261 -6.090 0.448 -0.10 0.13 0.12
H 0.808 -5.439 2.022 -0.29 -0.41 0.18
H 1.230 -7.100 1.473 1.00 0.28 -0.07
H 4.140 -1.576 0.891 -0.08 0.00 0.19
H 4.777 -1.766 -0.710 -0.16 -0.34 -0.19
H 5.601 -2.530 0.649 -0.04 -0.27 0.10
N 2.396 0.683 -1.999 -1.63 0.52 0.05
C 2.504 0.770 -3.327 2.09 0.38 -1.54
C 3.882 0.796 -3.577 -0.08 -0.35 -1.13
C 4.595 0.601 -2.370 -1.02 1.35 -0.50
C 3.595 0.701 -1.432 1.49 -1.66 2.14
H 1.532 0.701 -1.475 -0.24 -0.17 0.68
H 1.707 0.857 -4.050 -0.15 0.00 0.41
H 4.362 1.003 -4.522 -0.21 -0.34 -0.20
H 5.667 0.565 -2.244 -0.18 0.04 0.14
H 3.665 0.508 -0.371 -0.08 0.27 0.06


# 3
14
Properties=species:S:1:pos:R:3:forces:R:3 method="wB97M-V/def2-TZVPD" charge=+2 e_above_lowest_kcal_mol=95.3 orbital_gap_ev="7.625 / 7.287" total_energy_ha=-570.960240 e_homo_ev="-19.9 / -20.2" s_squared=0.75 spin_multiplicity=2
O -1.034 -0.315 -1.513 0.04 -2.46 0.02
O 0.451 -0.911 -0.013 5.65 0.38 0.89
O -1.242 0.327 0.533 0.13 -2.20 1.48
C 1.499 0.048 -0.206 -0.54 -8.46 2.13
C 2.798 -0.609 0.079 -0.24 1.83 0.25
C -0.779 -0.579 -0.341 -1.20 6.53 -3.34
H 3.586 0.151 0.142 -0.04 -0.17 -0.08
H 2.765 -1.171 1.030 -0.28 -0.02 -0.22
H 3.084 -1.329 -0.709 -0.36 0.00 -0.14
In 0.581 1.700 -0.904 -2.09 3.58 -1.66
C -2.651 0.606 0.476 -1.94 0.97 0.49
H -3.289 0.088 -0.247 0.98 -0.45 -0.32
H -2.732 1.665 0.212 -0.18 -0.12 0.57
H -3.037 0.328 1.460 0.06 0.61 -0.08


# 4
37
Properties=species:S:1:pos:R:3:forces:R:3 method="wB97M-V/def2-TZVPD" charge=-1 orbital_gap_ev=7.031 total_energy_ha=-4570.637313 e_homo_ev=-4.7
C -1.094 -2.502 0.921 -0.09 -0.82 -0.23
C 0.342 -2.097 0.803 0.79 -0.32 -0.03
I 1.662 -3.803 0.515 -0.64 0.03 0.07
C 0.831 -0.870 0.844 -0.22 0.27 0.19
I 2.945 -0.520 0.593 -0.56 0.23 -0.02
B -0.136 0.426 1.044 0.63 0.49 -0.41
C 0.303 1.451 2.286 -1.34 -0.08 0.72
C 0.952 0.792 3.450 -1.60 1.17 -1.78
O 2.083 0.805 3.668 3.12 -0.34 1.15
Br -0.178 -0.202 4.781 -0.53 -0.13 -0.04
H -1.221 -3.192 1.762 -0.01 0.02 -0.08
H -1.365 -3.048 0.008 -0.05 -0.04 0.15
H -1.793 -1.678 1.033 0.36 0.19 0.06
H -1.285 0.162 1.176 0.06 -0.58 0.08
H -0.052 1.080 0.015 0.09 0.14 -0.07
H 0.889 2.295 1.917 0.56 -0.33 0.33
H -0.638 1.874 2.656 -0.05 -0.16 -0.23
C -4.806 2.376 0.073 -0.18 -0.02 -0.07
S -3.661 2.786 1.402 0.15 0.00 0.02
O -2.887 1.563 1.706 -0.57 0.33 0.12
C -4.922 2.960 2.680 -0.20 0.02 0.03
H -4.224 2.185 -0.827 0.08 0.00 0.07
H -5.375 1.484 0.337 0.06 -0.01 0.05
H -5.480 3.217 -0.101 0.03 0.01 0.01
H -5.484 2.030 2.773 0.06 -0.03 -0.03
H -5.592 3.783 2.423 0.02 0.01 0.00
H -4.421 3.179 3.621 0.08 -0.02 -0.05
C 5.200 -1.441 -3.045 0.18 -0.04 0.04
S 3.550 -1.316 -3.752 -0.11 0.13 0.16
O 2.774 -2.481 -3.272 0.08 -0.10 -0.19
C 4.059 -1.676 -5.446 0.12 -0.06 -0.12
H 5.116 -1.289 -1.971 -0.13 0.00 -0.02
H 5.614 -2.430 -3.245 -0.08 -0.02 -0.02
H 5.839 -0.668 -3.476 -0.04 0.02 0.00
H 4.549 -2.650 -5.486 -0.03 -0.01 0.06
H 4.737 -0.896 -5.796 -0.02 0.02 0.02
H 3.168 -1.691 -6.071 -0.04 0.02 0.07


# 5
15
Properties=species:S:1:pos:R:3:forces:R:3 method="wB97M-V/def2-TZVPD" charge=+1 e_above_lowest_kcal_mol=96.2 orbital_gap_ev=9.489 total_energy_ha=-266.946006 e_homo_ev=-14.2
C 1.409 0.018 0.095 -2.13 4.20 -0.01
C -0.277 1.444 0.104 3.80 -4.78 -3.39
C -0.759 0.064 -0.449 -0.62 -1.56 1.64
C -2.036 -0.627 0.241 0.99 4.13 -2.25
N 0.452 -0.778 -0.240 0.03 -2.09 1.12
N 2.714 0.026 0.028 -2.01 -2.31 -0.50
H -0.705 1.733 0.960 -1.07 1.04 3.53
H 0.035 2.192 -0.570 0.08 0.73 -0.75
H -0.817 0.008 -1.498 -0.74 0.78 -1.42
H -2.646 0.240 0.633 0.37 -1.48 -0.07
H -1.609 -1.271 0.916 0.20 -1.41 2.16
H -2.531 -1.144 -0.549 -0.72 -0.43 -0.21
H 0.507 -1.811 -0.023 -0.33 1.29 -1.03
H 3.065 0.747 0.570 1.79 1.36 0.96
H 3.200 -0.840 -0.218 0.36 0.55 0.22


# 6
81
Properties=species:S:1:pos:R:3:forces:R:3 method="wB97M-V/def2-TZVPD" charge=-1 e_above_lowest_kcal_mol=0.0 orbital_gap_ev="5.450 / 6.662" total_energy_ha=-3581.982433 e_homo_ev="-3.0 / -4.2" s_squared=2.01 spin_multiplicity=3
C 2.533 -2.174 -3.439 0.10 -0.20 0.21
C 1.907 -1.388 -4.548 -0.42 -0.03 -0.81
H 2.448 -3.248 -3.632 0.06 0.15 0.15
H 2.055 -1.947 -2.476 0.12 -0.05 -0.28
H 3.606 -1.941 -3.341 -0.24 -0.01 -0.03
C 1.724 -1.862 -5.791 0.19 0.60 0.66
C 2.146 -3.211 -6.251 0.03 -0.57 -0.35
H 1.268 -1.233 -6.556 0.13 -0.04 0.28
H 1.909 -3.999 -5.526 0.07 0.12 -0.13
H 3.223 -3.264 -6.459 -0.13 0.01 0.09
H 1.635 -3.451 -7.189 0.08 -0.11 0.12
Pd -0.091 -0.033 3.189 0.15 -0.25 0.30
Cl 1.710 1.291 4.041 0.90 0.80 0.57
Cl 1.284 -0.846 1.506 1.57 -0.67 -0.84
C -0.210 2.645 1.835 -1.43 -1.90 0.44
O -1.007 1.713 2.137 1.40 2.16 -0.64
N -0.624 3.690 1.117 -0.06 0.58 -0.32
C -2.027 3.797 0.737 0.17 0.03 -0.23
C 0.338 4.601 0.512 -0.02 -0.17 0.09
H 0.845 2.644 2.147 -0.23 -0.14 -0.07
H -2.658 3.389 1.532 0.19 0.02 -0.19
H -2.221 3.250 -0.200 -0.05 0.12 0.33
H -2.257 4.858 0.579 0.00 -0.22 0.04
H 1.291 4.495 1.041 -0.15 0.09 -0.12
H -0.014 5.634 0.592 0.06 -0.09 0.08
H 0.499 4.374 -0.552 -0.08 0.04 0.25
H 0.314 -4.586 2.566 -0.29 0.17 0.15
H -0.243 -2.867 0.465 -0.23 -0.03 0.07
C -0.771 -4.581 2.752 -0.29 0.06 -0.09
C -1.235 -3.276 0.705 0.26 0.09 -0.01
N -1.396 -3.416 2.142 -0.11 -0.09 -0.10
H -0.951 -4.561 3.830 0.13 -0.04 -0.20
C -1.732 -2.343 2.871 -0.08 1.48 -0.40
O -1.872 -1.185 2.387 -0.56 -2.17 0.21
H -2.011 -2.607 0.321 0.21 -0.10 0.04
H -1.892 -2.530 3.945 0.01 -0.01 -0.38
H -1.208 -5.483 2.307 0.02 0.02 0.14
H -1.334 -4.269 0.259 -0.08 0.08 -0.02
O 0.410 -0.201 -3.170 0.06 0.04 -0.45
C 1.436 -0.005 -4.138 -0.61 0.32 0.41
C -0.178 0.722 -6.001 0.26 0.24 -0.14
C 1.033 0.883 -5.319 0.31 -0.30 0.38
H -0.907 -0.011 -5.635 0.29 0.38 -0.14
C -0.405 1.463 -7.169 0.18 -0.18 0.36
H 2.297 0.472 -3.639 -0.15 0.10 -0.06
C 1.992 1.795 -5.771 -0.37 -0.20 -0.30
H -1.351 1.336 -7.697 0.27 0.09 0.03
C 0.583 2.326 -7.658 -0.04 -0.02 0.08
C 1.780 2.498 -6.956 -0.16 -0.13 0.10
H 2.916 1.893 -5.198 -0.20 0.07 -0.25
H 0.417 2.861 -8.595 0.03 -0.10 0.28
H 2.557 3.163 -7.331 -0.23 -0.07 0.03
Si -0.696 0.683 -2.258 0.39 -0.60 -0.56
Cl 0.621 -2.098 4.266 0.47 -0.66 1.27
C -2.388 0.225 -2.901 -0.25 0.13 -0.25
C -0.366 2.500 -2.565 -0.04 0.29 -0.13
C -0.449 0.085 -0.551 -0.28 0.61 -0.45
H -2.497 0.491 -3.961 -0.09 -0.04 0.17
H -3.155 0.764 -2.327 0.07 -0.16 -0.13
H -2.564 -0.854 -2.794 0.05 0.26 0.02
H -0.306 -1.001 -0.557 0.03 0.39 -0.05
H -1.238 0.316 0.171 0.11 -0.02 -0.11
H 0.483 0.537 -0.184 -0.34 -0.30 -0.04
H -0.360 2.711 -3.645 -0.03 -0.04 0.24
H 0.610 2.802 -2.163 -0.19 -0.07 -0.04
H -1.146 3.127 -2.110 0.21 -0.07 -0.07
S -1.567 0.582 4.915 -1.01 0.37 1.42
C -0.871 0.118 6.406 0.55 0.36 -0.34
N -1.614 -0.614 7.258 -0.49 -0.48 0.48
C -0.998 -1.365 8.352 -0.02 0.08 -0.62
C 0.021 -0.478 9.041 0.01 0.13 0.28
C 1.006 0.101 8.043 0.31 -0.24 -0.59
N 0.362 0.480 6.786 -0.46 -0.02 -0.11
H -2.481 -0.969 6.859 0.53 0.24 0.08
H -0.508 -2.259 7.933 -0.03 0.11 0.18
H -1.787 -1.680 9.033 0.06 0.00 0.04
H 0.573 -1.071 9.773 -0.02 0.08 0.06
H -0.475 0.337 9.575 -0.15 -0.11 -0.05
H 1.786 -0.645 7.831 -0.12 0.16 -0.07
H 1.506 0.988 8.450 -0.11 -0.17 -0.02
H 0.938 0.914 6.045 -0.19 -0.16 0.07


# 7
68
Properties=species:S:1:pos:R:3:forces:R:3 method="wB97M-V/def2-TZVPD" e_above_lowest_kcal_mol=3.0 orbital_gap_ev=8.376 total_energy_ha=-1631.224538 e_homo_ev=-7.9 smiles="O=C(NCCN1CCN(c2ccccc2F)CC1)[C@@H]1c2ccccc2C(=O)N2CCc3ccccc3[C@H]12"
O 1.558 1.107 1.135 0.30 -0.17 0.20
C 0.594 1.763 0.811 -0.51 0.05 -0.15
N 0.596 2.573 -0.269 0.02 0.21 -0.34
C 1.777 2.741 -1.081 0.15 -0.10 -0.36
C 1.585 2.301 -2.547 0.15 0.13 0.30
N 1.125 0.956 -2.791 -0.06 0.04 0.10
C 1.815 -0.101 -2.083 -0.01 -0.24 -0.14
C 1.522 -1.447 -2.752 0.21 0.08 0.18
N 0.095 -1.682 -2.845 -0.01 0.26 0.26
C -0.362 -2.975 -3.016 -0.15 -0.28 -0.03
C 0.510 -4.062 -3.183 0.01 0.16 -0.04
C 0.064 -5.367 -3.260 -0.06 -0.17 0.00
C -1.285 -5.662 -3.191 0.07 -0.02 0.01
C -2.180 -4.618 -3.046 0.05 0.14 0.00
C -1.722 -3.320 -2.958 -0.17 -0.10 -0.08
F -2.685 -2.367 -2.793 0.22 -0.03 0.07
C -0.580 -0.572 -3.491 -0.32 0.36 -0.05
C -0.298 0.717 -2.721 -0.09 -0.24 -0.34
C -0.740 1.768 1.570 0.19 -0.17 0.29
C -0.855 3.081 2.286 -0.12 0.10 0.18
C -1.508 4.177 1.743 -0.03 0.01 0.05
C -1.549 5.379 2.430 -0.02 0.03 -0.09
C -0.929 5.496 3.664 0.01 0.03 0.04
C -0.279 4.407 4.213 0.06 -0.11 0.01
C -0.243 3.197 3.532 -0.12 0.28 -0.16
C 0.464 2.041 4.152 0.03 -0.10 0.15
O 1.248 2.194 5.075 0.07 0.19 0.12
N 0.155 0.824 3.652 -0.01 -0.13 0.02
C 0.758 -0.356 4.226 0.41 -0.19 0.20
C 1.454 -1.154 3.130 -0.02 0.14 0.09
C 0.438 -1.533 2.098 0.02 0.00 -0.01
C 0.552 -2.706 1.363 -0.02 0.03 -0.03
C -0.422 -3.077 0.456 0.00 -0.08 -0.01
C -1.540 -2.277 0.290 -0.08 0.01 -0.05
C -1.652 -1.097 0.999 0.04 0.02 0.07
C -0.662 -0.706 1.894 0.02 -0.18 0.05
C -0.818 0.623 2.599 -0.41 0.22 -0.36
H -0.213 3.132 -0.488 -0.01 -0.09 0.15
H 2.086 3.792 -1.073 0.08 -0.08 0.02
H 2.557 2.142 -0.608 -0.04 0.15 -0.05
H 0.882 2.978 -3.041 0.06 0.02 -0.05
H 2.558 2.412 -3.039 -0.04 0.14 0.00
H 2.890 0.083 -2.130 0.03 -0.04 0.05
H 1.514 -0.161 -1.025 0.08 0.02 -0.03
H 1.973 -2.224 -2.134 0.01 0.00 -0.06
H 1.985 -1.456 -3.751 0.04 -0.07 0.04
H 1.569 -3.885 -3.271 0.09 0.08 0.01
H 0.785 -6.161 -3.386 0.07 -0.06 -0.01
H -1.637 -6.679 -3.251 -0.04 -0.10 -0.01
H -3.243 -4.791 -2.987 -0.11 0.03 0.01
H -1.651 -0.739 -3.536 0.08 -0.07 0.00
H -0.199 -0.448 -4.517 -0.06 0.03 0.04
H -0.832 1.543 -3.195 0.00 0.01 0.01
H -0.660 0.597 -1.685 -0.05 0.01 -0.07
H -1.549 1.655 0.842 0.04 0.01 0.08
H -2.006 4.091 0.785 -0.06 -0.03 -0.09
H -2.065 6.224 2.000 -0.04 0.07 -0.03
H -0.956 6.436 4.195 -0.01 0.07 0.05
H 0.213 4.467 5.172 0.05 0.00 0.07
H 1.463 -0.016 4.987 -0.17 -0.09 -0.08
H -0.020 -0.969 4.700 0.09 0.03 0.02
H 1.931 -2.043 3.546 -0.03 -0.03 0.02
H 2.220 -0.527 2.669 0.03 -0.06 0.09
H 1.416 -3.337 1.516 0.10 -0.08 0.04
H -0.322 -3.991 -0.110 0.00 -0.10 -0.06
H -2.328 -2.571 -0.384 -0.08 -0.03 -0.12
H -2.529 -0.478 0.866 -0.12 0.07 -0.01
H -1.832 0.659 3.041 0.16 0.00 -0.17


# 8
10
Properties=species:S:1:pos:R:3:forces:R:3 method="wB97M-V/def2-TZVPD" e_above_lowest_kcal_mol=80.8 orbital_gap_ev="5.462 / 6.673" total_energy_ha=-921.211714 e_homo_ev="-5.1 / -8.8" s_squared=2.01 spin_multiplicity=3
C -0.259 -1.082 0.048 -4.24 -3.81 -1.29
C 0.620 -0.839 1.020 4.98 3.68 3.05
C 0.361 1.983 0.048 1.85 0.23 0.53
N -0.316 -0.268 -1.009 0.70 3.35 -1.09
N -0.069 1.319 -0.937 -1.00 -3.77 1.19
S 1.230 1.114 1.165 -0.74 -2.08 1.36
I 0.418 -1.424 3.019 -0.38 -0.57 0.74
H -0.842 -2.130 0.160 1.06 2.67 -1.01
H -0.755 -0.533 -1.853 -0.62 -0.04 -0.71
H -0.388 1.859 -1.661 -1.59 0.33 -2.79